Record 1
{"formula": "C4H7O4S2", "method": "ωB97M-V/def2-TZVPD", "symbols": ["C", "C", "C", "C", "O", "O", "O", "O", "S", "S", "H", "H", "H", "H", "H", "H", "H"], "xyz": [[-0.46794, 0.31318, -1.12710], [0.82373, 0.75815, -1.84461], [1.62120, 0.05020, 0.60185], [-0.30393, 0.20994, 0.39735], [-0.08081, -1.74268, 2.14967], [-2.18757, -0.58967, 1.87491], [-1.40813, -2.18799, 0.16013], [-0.80162, 1.23017, 1.09474], [2.33661, 0.21414, -1.00219], [-1.03459, -1.25057, 1.22723], [-1.31575, 0.96326, -1.52589], [-0.78758, -0.74828, -1.26553], [0.83784, 0.46417, -2.97121], [0.67336, 1.84204, -1.76389], [1.89044, 0.80413, 1.22405], [1.69802, -0.92167, 1.09662], [-1.49328, 0.59150, 1.67388]], "lowdin_charge": [-0.216, -0.514, -0.392, -0.507, -0.322, -0.309, -0.361, -0.090, 0.772, 0.475, 0.136, 0.092, 0.093, 0.058, -0.002, 0.033, 0.053], "charge": -1, "orbital_gap_ha": 0.309, "e_tot_ev": -34122.2087}

---

Record 2
{"formula": "H6NS2", "method": "ωB97M-V/def2-TZVPD", "symbols": ["N", "H", "H", "H", "H", "S", "S", "H", "H"], "xyz": [[1.13641, -0.78501, 1.04889], [1.31433, -1.58772, 1.68509], [1.22027, 0.02099, 1.62384], [1.73114, -0.76088, 0.14644], [0.09965, -0.82281, 0.75798], [-1.57565, 0.20663, -0.29343], [-0.29472, 1.14324, -1.73952], [-2.53781, 1.10972, -0.42790], [-1.09363, 1.47585, -2.80140]], "lowdin_charge": [0.263, 0.166, 0.124, 0.193, 0.022, 0.302, 0.259, -0.173, -0.156], "charge": 1, "orbital_gap_ha": 0.325, "e_tot_ev": -23250.5113}

---

Record 3
{"formula": "C14H43N3O6", "method": "ωB97M-V/def2-TZVPD", "symbols": ["C", "O", "C", "C", "C", "N", "H", "H", "H", "H", "H", "H", "H", "H", "H", "H", "H", "C", "O", "C", "C", "C", "N", "H", "H", "H", "H", "H", "H", "H", "H", "H", "H", "H", "C", "O", "C", "C", "C", "N", "H", "H", "H", "H", "H", "H", "H", "H", "H", "H", "H", "C", "C", "O", "H", "H", "H", "H", "H", "H", "O", "H", "H", "O", "H", "H"], "xyz": [[-7.82122, -3.59169, -0.62484], [-6.54314, -3.09322, -0.21703], [-5.86060, -2.53765, -1.32755], [-4.76076, -1.64640, -0.80163], [-4.16586, -0.73793, -1.87510], [-3.67648, -2.41909, -0.16210], [-7.67930, -4.49091, -1.22728], [-8.39684, -2.78562, -1.07973], [-8.40149, -3.94117, 0.22972], [-5.47903, -3.25615, -2.06322], [-6.54103, -1.90088, -1.90738], [-5.19779, -0.92019, -0.11141], [-3.28698, -0.18891, -1.53886], [-4.83900, 0.03056, -2.25983], [-3.84208, -1.33807, -2.73188], [-3.37606, -3.03911, -0.91464], [-4.14503, -3.07545, 0.46158], [1.22956, -1.34970, 1.90027], [2.41757, -0.60246, 2.04734], [3.52664, -1.04566, 1.28687], [4.65761, -0.05396, 1.46947], [5.62029, -0.10175, 0.28178], [5.46425, -0.33495, 2.69125], [1.24278, -2.39098, 2.23512], [1.01519, -1.43260, 0.82494], [0.32569, -0.88721, 2.29049], [3.75987, -2.09722, 1.49017], [3.09777, -0.99454, 0.27247], [4.30431, 0.96168, 1.64269], [6.22768, 0.79923, 0.21739], [5.07649, -0.11113, -0.66769], [6.19623, -1.02826, 0.26284], [6.19482, -0.96465, 2.37075], [4.91435, -0.91256, 3.32070], [4.90229, 3.63259, 0.85228], [3.55469, 3.59153, 1.25012], [2.76679, 2.89551, 0.29849], [1.30860, 2.88879, 0.70656], [1.15182, 2.70511, 2.22400], [0.68539, 1.71253, 0.08155], [5.41187, 2.66436, 0.81612], [5.49478, 4.33652, 1.43061], [4.98307, 3.91856, -0.20542], [2.83997, 3.31519, -0.71299], [3.14855, 1.87651, 0.17245], [0.84022, 3.83485, 0.43924], [1.28555, 1.69024, 2.60305], [0.10701, 2.90265, 2.49745], [1.70900, 3.35460, 2.90011], [-0.30844, 1.78068, 0.28750], [0.91777, 0.81680, 0.49978], [-0.42744, -0.51451, -2.54645], [0.96845, -0.21534, -3.09628], [1.20840, 1.14582, -2.73750], [-1.11924, 0.24781, -2.91192], [-0.49751, -0.46737, -1.46073], [-0.77988, -1.47677, -2.93547], [0.96363, -0.40826, -4.16739], [1.65021, -0.91939, -2.60587], [1.11045, 1.21558, -1.76744], [-1.83513, -0.66275, 1.04221], [-2.15910, 0.20946, 0.77000], [-2.48159, -1.30514, 0.66848], [-2.76513, 1.89558, 0.09003], [-3.15520, 2.05358, -0.77634], [-2.73818, 2.76336, 0.50808]], "lowdin_charge": [-0.095, -0.180, -0.232, -0.417, -0.062, 0.046, 0.089, 0.087, 0.085, 0.134, 0.123, 0.147, 0.046, 0.083, 0.084, 0.095, 0.092, -0.123, -0.212, -0.199, -0.415, -0.063, 0.039, 0.089, 0.074, 0.071, 0.135, 0.116, 0.106, 0.066, 0.078, 0.081, 0.052, 0.065, -0.108, -0.169, -0.208, -0.366, -0.054, 0.060, 0.060, 0.092, 0.089, 0.130, 0.110, 0.142, 0.069, 0.071, 0.075, 0.059, 0.061, -0.112, -0.308, -0.119, 0.070, 0.047, 0.070, 0.105, 0.098, 0.019, -0.102, -0.023, -0.015, -0.044, 0.053, 0.062], "smiles": "COC[C@H](C)N.COC[C@H](C)N.COC[C@H](C)N.CCO.O.O", "charge": 0, "orbital_gap_ha": 0.349, "e_tot_ev": -31968.4834}

---

Record 4
{"formula": "C18H23BN3O6", "method": "ωB97M-V/def2-TZVPD", "symbols": ["C", "C", "C", "N", "B", "C", "C", "O", "C", "O", "H", "H", "H", "H", "H", "H", "H", "H", "H", "H", "H", "H", "H", "C", "C", "C", "C", "C", "C", "N", "O", "O", "H", "H", "H", "H", "H", "C", "C", "C", "C", "C", "C", "N", "O", "O", "H", "H", "H", "H", "H"], "xyz": [[2.41553, 0.28991, 3.98065], [1.71419, 1.01075, 2.83683], [2.06107, 2.48563, 2.73415], [0.95376, 0.39554, 2.04442], [-0.53517, 0.94901, 1.88791], [-1.60458, -0.21353, 2.37100], [-2.67572, 0.41103, 3.25346], [-3.40822, 1.39438, 2.47088], [-3.47302, 2.61659, 2.97206], [-3.55796, 2.91893, 4.13758], [2.08900, -0.74350, 4.01570], [2.16246, 0.80558, 4.90953], [3.50421, 0.33776, 3.85451], [2.08791, 2.96028, 3.71952], [1.36437, 2.99901, 2.07757], [3.07176, 2.56284, 2.32404], [-0.71721, 2.01036, 2.49319], [-0.74172, 1.17624, 0.67351], [-1.05794, -0.93622, 2.98211], [-2.11213, -0.67887, 1.52254], [-2.19936, 0.84419, 4.12723], [-3.40452, -0.35103, 3.54386], [-3.48259, 3.39398, 2.19593], [4.33920, 0.97391, -4.18213], [5.27247, 1.01269, -3.15485], [4.87117, 0.81982, -1.84160], [3.53552, 0.58583, -1.57743], [2.59141, 0.54984, -2.58515], [2.99965, 0.74628, -3.89504], [3.10143, 0.35332, -0.18686], [3.96273, 0.41030, 0.68461], [1.93565, 0.11682, -0.00102], [4.65580, 1.11983, -5.20695], [6.31634, 1.19116, -3.37656], [5.58827, 0.84790, -1.03506], [1.55251, 0.36921, -2.35056], [2.27063, 0.71798, -4.69361], [-4.56975, -1.57740, -1.52392], [-4.88548, -2.83700, -2.01841], [-3.92252, -3.58826, -2.67012], [-2.65162, -3.06091, -2.81084], [-2.31873, -1.80843, -2.32969], [-3.29102, -1.06236, -1.68236], [-1.62117, -3.86693, -3.48676], [-1.94839, -4.95644, -3.91804], [-0.50585, -3.40068, -3.57851], [-5.32245, -0.99442, -1.01000], [-5.88320, -3.23552, -1.89346], [-4.15778, -4.56741, -3.05853], [-1.32059, -1.41587, -2.45141], [-3.04834, -0.08214, -1.29391]], "lowdin_charge": [-0.064, -0.495, -0.066, 0.063, -0.535, -0.188, -0.226, -0.049, -0.394, 0.038, 0.061, 0.063, 0.058, 0.062, 0.061, 0.061, 0.058, 0.034, 0.083, 0.065, 0.111, 0.107, 0.138, -0.091, -0.082, -0.011, -0.134, 0.002, -0.073, -0.316, 0.052, 0.081, 0.099, 0.100, 0.114, 0.119, 0.103, -0.067, -0.075, -0.016, -0.150, 0.009, -0.048, -0.357, 0.060, 0.077, 0.107, 0.102, 0.113, 0.119, 0.114], "charge": -1, "orbital_gap_ha": 0.171, "e_tot_ev": -36464.7831}

---

Record 5
{"formula": "C2H12NO4", "method": "ωB97M-V/def2-TZVPD", "symbols": ["C", "N", "C", "O", "H", "H", "H", "H", "H", "H", "H", "H", "O", "H", "H", "O", "H", "H", "O"], "xyz": [[0.74506, -1.38268, -1.12886], [0.87935, -0.40872, -0.14630], [0.18413, 0.87552, -0.50351], [-0.99001, 0.77100, -1.11988], [1.03910, -1.07962, -2.09567], [-0.35091, -1.57981, -1.35913], [1.30521, -2.39619, -0.87788], [0.55602, -0.74878, 0.75753], [0.99996, 1.35596, -1.15592], [0.16622, 1.46939, 0.40173], [2.50914, -0.01388, 0.20527], [3.84896, 0.95626, 0.06928], [3.48956, 0.04839, 0.21242], [-2.80220, 2.05763, 0.23607], [-2.09008, 0.84005, -0.24494], [-2.94286, 1.10714, 0.40074], [-1.54070, -0.24235, 1.49492], [-1.67419, -1.81466, 1.58092], [-1.26883, -1.03902, 1.98248]], "lowdin_charge": [-0.196, -0.174, -0.465, -0.253, 0.049, 0.081, 0.111, 0.082, 0.108, 0.095, -0.039, 0.026, -0.141, -0.003, -0.019, -0.233, 0.009, 0.039, -0.074], "charge": -1, "orbital_gap_ha": 0.300, "e_tot_ev": -11949.2436}

---

Record 6
{"formula": "C3H3N5", "method": "ωB97M-V/def2-TZVPD", "symbols": ["C", "N", "N", "N", "C", "N", "N", "C", "H", "H", "H"], "xyz": [[-0.04852, 1.29395, 1.13023], [0.99004, 0.62623, 1.54748], [1.29396, -0.44433, 0.72324], [0.19689, -0.44366, -0.19876], [-0.29040, -1.07027, -1.35212], [-1.27216, -0.29822, -1.81731], [-1.44925, 0.70478, -1.04145], [-0.51501, 0.67951, -0.12010], [-0.40938, 2.30930, 1.47546], [1.45442, -1.30895, 1.31622], [0.04941, -2.04832, -1.66289]], "lowdin_charge": [-0.040, 0.012, 0.039, -0.016, -0.095, -0.017, 0.019, -0.320, 0.135, 0.174, 0.108], "smiles": "c1n[nH]n2cnnc12", "charge": 0, "orbital_gap_ha": 0.361, "e_tot_ev": -10606.8182}

---

Record 7
{"formula": "C5H5NO", "method": "ωB97M-V/def2-TZVPD", "symbols": ["N", "C", "C", "O", "C", "C", "C", "H", "H", "H", "H", "H"], "xyz": [[-1.75844, -1.01482, -1.66050], [-1.49229, -1.70299, -0.60012], [-0.78338, -0.42173, -0.42942], [-1.18187, 0.55906, 0.48898], [0.17965, 1.04019, 0.57090], [1.06250, -0.03229, 1.11651], [0.67833, -0.03284, -0.35248], [-1.17699, 0.02339, -1.68465], [0.33548, 2.11519, 0.61144], [2.09907, 0.24523, 1.30969], [0.64589, -0.77209, 1.79657], [1.39206, -0.00630, -1.16692]], "lowdin_charge": [0.122, -0.024, -0.452, 0.008, -0.206, -0.027, -0.110, 0.158, 0.152, 0.116, 0.122, 0.142], "charge": 0, "orbital_gap_ha": 0.362, "e_tot_ev": -8796.6077}

---

Record 8
{"formula": "C6H10O", "method": "ωB97M-V/def2-TZVPD", "symbols": ["C", "C", "C", "C", "O", "C", "C", "H", "H", "H", "H", "H", "H", "H", "H", "H", "H"], "xyz": [[1.80572, -0.60869, -0.13885], [0.76103, 0.31997, 0.45693], [0.01109, 1.32206, -0.46784], [-1.33387, 0.88781, 0.17161], [-2.09689, -0.00383, -0.64846], [-1.25185, -1.10252, -0.25386], [-0.60177, -0.26875, 0.87673], [2.10994, -1.37345, 0.58545], [2.69621, -0.05074, -0.44391], [1.42444, -1.12546, -1.02670], [1.19363, 0.86014, 1.30647], [0.30043, 2.37133, -0.36316], [0.02959, 1.05423, -1.53010], [-1.94185, 1.65825, 0.65794], [-0.53209, -1.37511, -1.03915], [-1.80000, -2.02746, -0.06654], [-0.77375, -0.53780, 1.92343]], "lowdin_charge": [-0.070, -0.321, -0.071, -0.263, -0.079, -0.129, -0.160, 0.081, 0.077, 0.065, 0.136, 0.107, 0.122, 0.147, 0.102, 0.117, 0.139], "charge": 0, "orbital_gap_ha": 0.386, "e_tot_ev": -8429.6690}